No. 1
Below is a molecular structure, C6H11F6N2PRb, with properties calculated with ωB97M-V/def2-TZVPD.

## Properties
HOMO-LUMO gap (alpha / beta): 3.76 / 7.88 eV
HOMO energy (alpha / beta): -4.8 / -9.0 eV
expectation value of S²: 0.757
strongest force on any atom: 4.5 eV/Å

Structure (ORCA input):
```
! RIJCOSX wB97M-V def2-TZVPD def2/J DEFGRID3
* xyz 0 2
C 0.960 0.614 -0.964
P -1.327 5.013 0.246
H 2.512 -4.716 -0.449
F -1.951 5.740 -1.056
F -1.672 3.520 -0.261
H 0.591 1.632 -1.095
Rb -1.765 1.809 2.315
H 2.649 -4.080 1.183
F -0.695 4.454 1.636
N -0.139 -1.504 -0.206
F -0.960 6.543 0.817
C 1.946 -4.476 0.450
H 1.445 0.489 -1.931
H 1.416 -5.335 0.861
C -0.320 -0.156 -0.593
C -1.067 -2.526 -0.257
C 1.112 -2.077 0.122
H -0.681 -4.760 -0.084
H -2.083 -2.369 -0.587
C -0.427 -3.710 -0.086
H 1.821 0.681 -0.298
H -0.599 0.211 0.395
N 0.943 -3.466 0.186
F -2.724 5.067 0.999
F 0.152 4.983 -0.448
H 2.067 -1.608 0.308
H -1.203 0.027 -1.204
*
```

No. 2
Below is C6H11FS in the gas phase, with properties calculated with ωB97M-V/def2-TZVPD.

## Properties
HOMO-LUMO gap: 9.77 eV
HOMO energy: -9.0 eV
SMILES string: CC/C=C(/CF)SC
strongest force on any atom: 2.3 eV/Å
energy above the lowest of the compared OMol25 structures with the same formula, charge and spin: 0.3192 eV

Structure (ORCA input):
```
! RIJCOSX wB97M-V def2-TZVPD def2/J DEFGRID3
* xyz 0 1
C -0.324 -0.525 -0.620
H 0.529 3.474 0.730
H -1.123 -1.629 -2.268
H 0.038 1.517 1.882
C 1.630 -2.124 0.502
C -1.301 -1.503 -1.207
H 1.202 1.103 0.595
S 1.330 -1.041 -0.925
H -1.135 3.180 0.201
H 0.991 -2.966 0.514
H -1.818 0.537 0.254
C 0.172 1.438 0.803
C -0.737 0.497 0.131
H -1.220 -2.497 -0.730
H 1.585 -1.559 1.463
F -2.613 -1.052 -0.961
C -0.116 2.797 0.142
H 2.668 -2.506 0.370
H 0.242 2.858 -0.876
*
```

No. 3
Below is a molecular structure, C6H11MgN5P, with properties calculated with ωB97M-V/def2-TZVPD.

## Properties
HOMO-LUMO gap (alpha / beta): 5.01 / 4.91 eV
HOMO energy (alpha / beta): -2.3 / -1.9 eV
strongest force on any atom: 2.0 eV/Å
energy above the lowest of the compared OMol25 structures with the same formula, charge and spin: 0.3285 eV

Structure (ORCA input):
```
! RIJCOSX wB97M-V def2-TZVPD def2/J DEFGRID3
* xyz -1 1
N -3.928 -0.824 1.371
H -0.697 -2.100 -3.708
C 1.915 0.809 2.229
C 1.869 0.377 -0.082
H 0.491 2.566 2.077
C 1.018 1.520 0.164
H -6.131 -0.573 -0.086
P -0.255 -1.855 -2.349
H 0.636 2.203 -0.624
H 2.041 -0.055 -1.094
C 1.068 1.774 1.591
C 2.393 -0.060 1.187
C -2.615 -0.621 1.521
H 2.036 0.674 3.317
H 3.051 -0.920 1.327
N -4.121 -0.491 0.055
H 1.091 -2.378 -2.393
H -5.314 0.076 -1.383
Mg -1.109 0.384 -1.451
N -5.345 0.005 -0.365
H -0.825 -3.017 -1.739
N -2.025 -0.089 0.434
H -2.118 -0.878 2.450
N -3.059 0.103 -0.491
*
```

No. 4
Below is a gas-phase ion, C6H11N (charge -1), with properties calculated with ωB97M-V/def2-TZVPD.

## Properties
HOMO-LUMO gap (alpha / beta): 3.90 / 6.42 eV
HOMO energy (alpha / beta): 0.3 / -2.3 eV
expectation value of S²: 0.761
strongest force on any atom: 1.9 eV/Å
energy above the lowest of the compared OMol25 structures with the same formula, charge and spin: 0.3562 eV

Structure (ORCA input):
```
! RIJCOSX wB97M-V def2-TZVPD def2/J DEFGRID3
* xyz -1 2
C 0.592 -0.571 0.645
H 1.766 1.102 0.461
C 0.086 -0.467 -0.626
N 1.623 0.326 1.096
H -0.863 -0.934 -0.861
H 0.466 0.093 -2.582
C -0.011 -1.367 1.686
C 0.454 0.635 -1.635
H 0.646 -1.546 2.543
H 1.483 0.945 -1.425
H 1.461 0.527 2.067
C -0.570 1.795 -1.527
H -1.252 1.534 -0.721
H -1.392 -2.921 2.209
H -1.926 -1.771 0.822
H -1.169 1.852 -2.439
C -1.242 -2.021 1.625
H -0.151 2.790 -1.339
*
```

No. 5
Below is a gas-phase ion, C6H11N (charge -1), with properties calculated with ωB97M-V/def2-TZVPD.

## Properties
HOMO-LUMO gap (alpha / beta): 4.88 / 5.28 eV
HOMO energy (alpha / beta): -0.5 / -0.9 eV
expectation value of S²: 0.755
strongest force on any atom: 1.7 eV/Å
energy above the lowest of the compared OMol25 structures with the same formula, charge and spin: 1.0296 eV

Structure (ORCA input):
```
! RIJCOSX wB97M-V def2-TZVPD def2/J DEFGRID3
* xyz -1 2
N -0.475 2.419 0.403
H -0.426 -1.860 0.485
H 0.184 2.521 1.168
C -0.506 -1.143 -0.342
C 0.344 0.090 -0.105
H -2.069 0.096 -1.213
H -0.754 3.278 -0.040
C -1.962 -0.858 -0.707
H 2.099 0.966 0.719
H -0.173 1.704 -1.563
H -2.572 -0.799 0.203
H -2.325 -1.778 -1.172
C 2.212 -1.135 0.969
H 3.196 -1.138 1.440
H -0.066 -1.658 -1.220
H 1.825 -2.145 0.894
C 1.569 0.028 0.580
C -0.098 1.413 -0.500
*
```

No. 6
Below is a molecular structure, C6H11N, with properties calculated with ωB97M-V/def2-TZVPD.

## Properties
HOMO-LUMO gap: 7.42 eV
HOMO energy: -7.4 eV
strongest force on any atom: 5.7 eV/Å
energy above the lowest of the compared OMol25 structures with the same formula, charge and spin: 9.3427 eV

Structure (ORCA input):
```
! RIJCOSX wB97M-V def2-TZVPD def2/J DEFGRID3
* xyz 0 1
H 2.300 1.495 0.635
C -0.769 -1.131 -0.469
H -0.446 1.747 1.527
C 0.823 -0.035 1.107
H 0.864 2.644 2.348
H 0.443 -0.769 1.773
H -0.919 -2.214 -0.500
H 1.085 -0.373 -0.917
N 0.566 -0.733 -0.096
H -0.360 -1.114 -3.651
H -1.556 0.588 -1.756
C 0.576 1.643 2.036
H -1.715 -1.259 -2.429
H 0.418 1.176 3.033
C -0.376 -1.328 -2.605
C -1.202 -0.447 -1.758
C 1.778 0.962 1.430
H -1.510 -0.853 0.291
*
```